No. 1
Density functional theory data (the ωB97M-V functional and the def2-TZVPD basis) for a molecular structure, C45H47LaN16O6S.

Frontier orbital gap   0.23444 hartree
LUMO level   -0.16 eV
E_HOMO   -6.539 eV

Cartesian coordinates (Å):
La  -1.41  -1.44  0.48
C  -3.80  -1.15  -2.78
O  -2.44  -1.33  -2.43
C  -1.51  -1.10  -3.39
C  -1.78  -0.43  -4.57
C  -0.78  -0.25  -5.52
C  0.50  -0.73  -5.28
C  0.77  -1.40  -4.10
C  -0.22  -1.60  -3.15
N  0.03  -2.32  -1.94
N  0.90  -3.22  -2.15
C  1.35  -4.06  -1.16
C  1.11  -3.88  0.22
O  0.52  -2.86  0.70
C  1.61  -4.89  1.12
C  2.33  -5.94  0.67
C  2.64  -6.11  -0.71
C  3.41  -7.19  -1.16
C  3.70  -7.35  -2.49
C  3.21  -6.42  -3.41
C  2.44  -5.36  -3.00
C  2.14  -5.17  -1.64
H  -4.03  -1.70  -3.69
H  -4.38  -1.54  -1.95
H  -4.03  -0.09  -2.92
H  -2.77  -0.04  -4.77
H  -1.00  0.27  -6.44
H  1.29  -0.59  -6.01
H  1.76  -1.80  -3.90
H  1.37  -4.77  2.17
H  2.69  -6.69  1.37
H  3.78  -7.91  -0.43
H  4.30  -8.19  -2.83
H  3.42  -6.54  -4.47
H  2.05  -4.65  -3.72
N  2.39  -0.70  -0.60
N  3.63  -0.35  -0.05
C  3.84  0.88  0.45
N  5.04  1.06  1.03
S  2.71  2.12  0.42
H  1.83  -1.20  0.09
H  2.53  -1.29  -1.41
H  4.23  -1.10  0.25
H  5.69  0.31  1.18
H  5.19  1.93  1.52
C  1.83  -1.85  4.16
C  0.62  -1.53  3.35
N  0.59  -0.60  2.46
O  1.82  0.06  2.31
C  -0.60  -2.33  3.57
C  -0.69  -3.37  4.63
N  -1.59  -2.08  2.77
O  -2.74  -2.66  2.87
H  2.54  -1.03  4.17
H  2.33  -2.72  3.73
H  1.56  -2.11  5.18
H  1.62  0.79  1.70
H  0.22  -3.97  4.69
H  -1.53  -4.02  4.39
H  -0.87  -2.95  5.62
C  -3.34  4.06  3.06
N  -3.02  2.67  2.79
C  -2.15  2.13  1.93
N  -2.17  0.81  2.02
C  -3.11  0.59  2.98
N  -3.66  1.68  3.46
C  -2.12  4.86  3.46
C  -1.88  5.21  4.78
C  -0.73  5.92  5.12
C  0.20  6.24  4.16
C  -0.03  5.88  2.83
C  -1.20  5.22  2.49
C  0.96  6.15  1.79
N  2.02  6.88  1.82
N  2.61  6.75  0.58
C  1.87  5.94  -0.10
O  0.79  5.52  0.61
C  2.03  5.41  -1.45
C  3.10  5.83  -2.24
C  3.25  5.27  -3.50
C  2.37  4.31  -3.95
C  1.30  3.89  -3.16
C  0.37  2.82  -3.68
N  -0.40  2.14  -2.65
C  0.02  1.22  -1.78
N  -0.98  0.88  -0.97
C  -2.02  1.61  -1.45
N  -1.71  2.40  -2.45
C  1.14  4.45  -1.91
H  -4.07  4.03  3.87
H  -3.82  4.49  2.18
H  -1.50  2.70  1.29
H  -3.39  -0.40  3.30
H  -2.60  4.94  5.54
H  -0.56  6.19  6.15
H  1.11  6.76  4.41
H  -1.38  4.98  1.45
H  3.79  6.56  -1.86
H  4.08  5.58  -4.12
H  2.51  3.86  -4.93
H  0.93  2.06  -4.22
H  -0.37  3.24  -4.37
H  1.03  0.87  -1.70
H  -3.01  1.56  -1.03
H  0.32  4.14  -1.27
N  -5.83  -1.89  1.25
C  -4.62  -2.00  0.67
O  -3.98  -0.97  0.41
C  -4.16  -3.40  0.34
C  -2.73  -3.48  -0.21
H  -6.11  -0.99  1.61
H  -6.29  -2.71  1.61
H  -4.93  -3.82  -0.32
H  -4.23  -3.95  1.28
H  -2.76  -3.62  -1.30
H  -2.26  -4.38  0.19



No. 2
Density functional theory data (the ωB97M-V functional and the def2-TZVPD basis) for a molecular structure, C45H48BN12SSn.

Frontier orbital gap   0.25426 hartree
LUMO level   -2.18 eV
E_HOMO   -9.096 eV
Total charge   +1

Cartesian coordinates (Å):
Sn  -0.24  -0.45  -0.28
N  1.10  -3.84  -3.35
C  0.53  -2.77  -2.75
S  0.03  -3.03  -1.11
N  0.40  -1.70  -3.47
N  -0.04  -0.57  -2.91
C  -0.67  0.28  -3.65
C  -1.02  0.05  -5.06
C  -0.09  -0.45  -5.97
C  -0.48  -0.77  -7.26
C  -1.80  -0.59  -7.66
C  -2.72  -0.08  -6.76
C  -2.34  0.24  -5.47
C  -1.21  1.47  -3.00
C  -1.40  2.66  -3.71
C  -1.93  3.76  -3.06
C  -2.30  3.63  -1.72
C  -2.08  2.41  -1.10
N  -1.53  1.38  -1.71
H  0.97  -4.74  -2.90
H  1.15  -3.83  -4.35
H  0.94  -0.59  -5.67
H  0.24  -1.18  -7.95
H  -2.11  -0.85  -8.66
H  -3.75  0.06  -7.05
H  -3.06  0.61  -4.76
H  -1.13  2.72  -4.76
H  -2.06  4.69  -3.58
H  -2.74  4.45  -1.19
H  -2.36  2.25  -0.07
C  -0.39  -1.06  5.44
C  0.33  -1.19  4.14
C  1.44  -1.96  3.89
C  1.71  -1.79  2.53
N  0.81  -0.95  2.01
N  -0.02  -0.58  2.99
B  -1.11  0.50  2.86
N  -2.34  0.02  2.08
N  -2.33  -0.44  0.82
C  -3.60  -0.70  0.44
C  -4.44  -0.39  1.52
C  -3.61  0.05  2.53
C  -4.06  0.46  3.89
C  -4.04  -1.23  -0.84
C  -5.40  -1.45  -1.08
C  -5.82  -2.03  -2.26
C  -4.91  -2.39  -3.24
C  -3.56  -2.15  -3.03
C  -3.14  -1.57  -1.85
N  -0.50  1.77  2.23
N  0.24  1.78  1.13
C  0.66  3.04  0.92
C  0.15  3.86  1.94
C  -0.58  3.02  2.76
C  -1.32  3.41  3.98
C  1.47  3.47  -0.20
C  1.57  2.71  -1.37
C  2.28  3.18  -2.46
C  2.93  4.40  -2.40
C  2.86  5.16  -1.24
C  2.14  4.70  -0.15
C  2.78  -2.43  1.77
C  2.87  -2.31  0.38
C  3.82  -2.99  -0.34
C  4.76  -3.78  0.31
C  4.71  -3.88  1.69
C  3.73  -3.22  2.42
H  0.07  -1.73  6.16
H  -0.34  -0.05  5.82
H  -1.44  -1.33  5.32
H  1.96  -2.58  4.59
H  -1.46  0.78  3.95
H  -5.50  -0.48  1.57
H  -5.13  0.31  3.97
H  -3.57  -0.14  4.66
H  -3.83  1.51  4.09
H  -6.14  -1.18  -0.34
H  -6.88  -2.21  -2.41
H  -5.24  -2.86  -4.15
H  -2.83  -2.41  -3.78
H  -2.09  -1.39  -1.70
H  0.28  4.91  2.07
H  -1.17  4.48  4.14
H  -2.38  3.22  3.88
H  -0.95  2.88  4.86
H  1.02  1.78  -1.43
H  2.31  2.59  -3.37
H  3.48  4.76  -3.25
H  3.34  6.12  -1.19
H  2.09  5.30  0.74
H  2.09  -1.75  -0.12
H  3.81  -2.95  -1.42
H  5.50  -4.33  -0.25
H  5.43  -4.50  2.21
H  3.70  -3.34  3.49
N  5.52  1.92  -0.56
C  5.25  1.27  0.72
C  3.77  0.86  0.68
N  3.57  0.36  -0.70
H  6.51  1.95  -0.76
H  5.18  2.88  -0.57
H  4.36  0.89  -1.19
H  5.44  1.89  1.60
H  5.87  0.38  0.78
H  3.13  1.73  0.85
H  3.53  0.09  1.41
H  3.67  -0.67  -0.73
H  2.65  0.63  -1.08